1.
Entry from OMol25: a structure of composition C5H12O2 at a distorted geometry (wB97M-V/def2-TZVPD).

The geometry in XYZ format:
```
19
Properties=species:S:1:pos:R:3:forces:R:3
C -2.498 -0.190 -1.150 -1.19 0.88 -0.31
O -1.273 0.234 -0.635 -0.84 0.25 -1.33
C -0.839 -0.775 1.490 2.38 1.97 5.20
C -0.077 0.422 1.445 2.41 -3.42 4.44
C 1.374 0.267 0.979 1.29 0.80 0.40
C 1.387 0.522 -0.529 -0.10 -1.30 -0.77
O 2.380 -0.330 -1.161 -0.35 0.12 -0.04
H -3.341 0.487 -0.896 0.28 -0.06 0.57
H -2.640 -0.122 -2.282 1.04 -0.74 1.13
H -2.750 -1.166 -0.722 -0.19 -0.19 -0.60
H -1.650 -0.756 2.237 -0.41 0.16 -1.33
H -0.332 -1.725 1.446 0.02 -0.05 -1.13
H -0.831 0.004 0.455 -3.34 0.21 -4.46
H -0.376 1.286 2.034 -0.46 0.07 -0.84
H 1.873 -0.707 1.215 -1.24 0.22 -0.49
H 2.131 0.915 1.501 -1.24 0.15 -0.25
H 0.334 0.251 -0.831 1.92 0.52 -0.73
H 1.610 1.558 -0.792 -0.05 0.00 0.16
H 1.949 -0.889 -1.826 0.08 0.41 0.38
```
Forces are in eV/Å.

Summary:
LUMO: -0.2 eV
DFT total energy: -347.9721 Eh
2S+1: 1
ΔE to the lowest compared entry with this formula, charge and spin: 611.0 kJ/mol
HOMO-LUMO gap: 8.41 eV

Formally, the Mulliken partial charges of the atoms, in units of the elementary charge, are as follows:
1. C -0.77
2. O -0.74
3. C -0.80
4. C -0.25
5. C -0.69
6. C -0.21
7. O -0.58
8. H 0.23
9. H 0.25
10. H 0.28
11. H 0.30
12. H 0.27
13. H 0.81
14. H 0.39
15. H 0.31
16. H 0.30
17. H 0.33
18. H 0.26
19. H 0.32

2.
Entry from OMol25: a cluster of 3 separate species, C5H12O2 in total at a distorted geometry (wB97M-V/def2-TZVPD).

The geometry in XYZ format:
```
19
Properties=species:S:1:pos:R:3:forces:R:3
C -0.485 -1.550 2.198 0.11 1.50 -1.01
C -0.088 -0.319 1.771 1.99 -0.63 -0.22
C -0.710 0.481 0.686 -1.07 -1.67 -1.42
C -1.004 -0.084 -0.504 0.54 1.61 0.64
C -1.787 0.670 -1.549 0.18 -0.76 -0.12
H -0.134 -1.991 3.162 0.08 -0.11 -1.52
H -1.090 -1.989 1.391 -1.00 -0.45 1.52
H 0.996 -0.106 1.895 -0.84 0.95 1.46
H -1.105 1.498 0.776 0.40 -0.28 0.79
H -0.519 -1.006 -0.783 -0.32 -0.40 -0.04
H -2.242 -0.068 -2.213 -0.37 0.24 0.02
H -2.532 1.321 -1.095 -0.09 -0.12 -0.07
H -1.154 1.279 -2.183 0.30 0.17 -0.09
O 2.133 -0.977 -0.499 -0.34 -0.80 0.00
H 2.449 -1.578 -1.186 0.25 0.34 -0.10
H 1.498 -1.556 -0.041 0.17 0.50 0.16
O 1.856 2.269 -0.898 -0.11 -0.47 0.29
H 2.407 2.345 -0.109 -0.01 0.11 -0.15
H 1.511 1.361 -0.819 0.13 0.28 -0.14
```
Forces are in eV/Å.

Summary:
LUMO: 0.6 eV
DFT total energy: -348.0937 Eh
2S+1: 1
ΔE to the lowest compared entry with this formula, charge and spin: 291.7 kJ/mol
HOMO-LUMO gap: 9.69 eV
Structure (SMILES): C=C/C=C/C.O.O

Formally, the Mulliken partial charges of the atoms, in units of the elementary charge, are as follows:
1. C -0.46
2. C -0.56
3. C -0.13
4. C 0.15
5. C -1.29
6. H 0.27
7. H 0.25
8. H 0.31
9. H 0.32
10. H 0.19
11. H 0.34
12. H 0.34
13. H 0.28
14. O -0.59
15. H 0.30
16. H 0.28
17. O -0.65
18. H 0.32
19. H 0.32

3.
Entry from OMol25: the molecule C5H12O2 (wB97M-V/def2-TZVPD).

The geometry in XYZ format:
```
19
Properties=species:S:1:pos:R:3:forces:R:3
C -0.154 0.245 2.494 -0.04 0.00 0.04
C 0.512 -0.139 1.173 0.05 -0.06 -0.06
C -0.278 0.375 -0.026 -0.05 -0.18 0.00
O -0.340 1.806 0.013 0.23 0.12 0.06
C 0.254 -0.073 -1.405 0.08 -0.24 0.22
C -0.198 -1.473 -1.803 0.00 -0.05 0.04
O -0.234 0.810 -2.391 -0.05 0.24 0.00
H -0.327 1.325 2.538 0.04 -0.17 0.03
H -1.129 -0.246 2.592 0.14 0.05 -0.01
H 0.456 -0.041 3.357 -0.07 0.02 -0.14
H 1.527 0.288 1.125 -0.14 -0.07 -0.02
H 0.639 -1.226 1.106 -0.07 0.14 -0.04
H -1.325 0.054 0.053 0.10 0.05 -0.03
H 0.535 2.130 0.268 -0.13 0.01 -0.04
H 1.361 -0.041 -1.382 -0.17 0.06 -0.02
H -1.261 -1.615 -1.575 0.15 0.04 -0.03
H -0.077 -1.577 -2.886 0.05 -0.02 0.18
H 0.380 -2.263 -1.314 -0.08 0.15 0.00
H -0.344 1.661 -1.936 -0.04 -0.08 -0.18
```
Forces are in eV/Å.

Summary:
LUMO: 0.9 eV
DFT total energy: -348.1833 Eh
2S+1: 1
ΔE to the lowest compared entry with this formula, charge and spin: 56.5 kJ/mol
HOMO-LUMO gap: 10.82 eV
Structure (SMILES): CC[C@@H](O)[C@@H](C)O

Formally, the Mulliken partial charges of the atoms, in units of the elementary charge, are as follows:
1. C -1.16
2. C -0.44
3. C 0.07
4. O -0.64
5. C 0.24
6. C -1.34
7. O -0.59
8. H 0.28
9. H 0.31
10. H 0.38
11. H 0.33
12. H 0.29
13. H 0.24
14. H 0.37
15. H 0.19
16. H 0.33
17. H 0.36
18. H 0.35
19. H 0.41

4.
Entry from OMol25: the molecule C5H12O2 at a distorted geometry (wB97M-V/def2-TZVPD).

The geometry in XYZ format:
```
19
Properties=species:S:1:pos:R:3:forces:R:3
C 2.240 0.378 1.354 0.13 0.00 0.04
C 0.747 0.468 1.098 0.06 0.00 0.08
C 0.340 -0.183 -0.214 -0.02 0.36 0.01
O 0.673 -1.557 -0.274 -0.24 -0.09 0.16
C -1.136 0.109 -0.454 0.22 1.44 0.39
C -1.568 -0.093 -1.899 0.00 0.79 0.00
O -1.905 -0.535 0.522 -0.30 -0.43 0.23
H 2.565 -0.667 1.362 0.01 0.16 0.04
H 2.795 0.893 0.562 -0.04 -0.07 0.13
H 2.503 0.838 2.311 0.04 -0.07 -0.09
H 0.170 -0.002 1.907 0.13 0.05 -0.08
H 0.415 1.514 1.055 0.15 -0.12 0.10
H 0.892 0.275 -1.047 -0.03 0.01 0.16
H 0.282 -1.986 0.500 -0.05 0.06 -0.19
H -1.225 1.285 -0.342 0.13 -2.06 0.64
H -2.592 -0.459 -2.061 0.29 0.14 0.23
H -1.533 0.994 -1.982 -0.47 -0.27 -2.44
H -0.870 -0.614 -2.567 -0.17 0.10 0.42
H -2.793 -0.659 0.167 0.17 0.00 0.16
```
Forces are in eV/Å.

Summary:
LUMO: 0.8 eV
DFT total energy: -348.1503 Eh
2S+1: 1
ΔE to the lowest compared entry with this formula, charge and spin: 143.2 kJ/mol
HOMO-LUMO gap: 10.71 eV
Structure (SMILES): CC[C@@H](O)[C@@H](C)O

Formally, the Mulliken partial charges of the atoms, in units of the elementary charge, are as follows:
1. C -1.23
2. C -0.49
3. C -0.21
4. O -0.57
5. C 0.26
6. C -1.07
7. O -0.50
8. H 0.28
9. H 0.31
10. H 0.39
11. H 0.32
12. H 0.32
13. H 0.43
14. H 0.39
15. H 0.10
16. H 0.30
17. H 0.36
18. H 0.24
19. H 0.36

5.
Entry from OMol25: a structure of composition C5H12O2 (wB97M-V/def2-TZVPD).

The geometry in XYZ format:
```
19
Properties=species:S:1:pos:R:3:forces:R:3
C 2.519 0.306 -0.643 0.27 -0.04 -0.04
O 1.145 0.592 -0.543 -0.04 -0.02 -0.02
C 0.389 -0.549 -0.186 -0.10 -0.16 0.08
C -1.090 -0.241 -0.130 0.15 -0.13 -0.16
C -1.891 -1.471 0.266 -0.04 -0.01 0.05
C -1.013 1.562 1.101 0.12 -0.19 0.08
O -0.715 2.463 0.152 0.18 0.14 -0.09
H 2.706 -0.477 -1.393 -0.02 0.11 0.10
H 3.024 1.224 -0.953 -0.04 -0.14 0.05
H 2.931 -0.027 0.322 -0.07 0.06 -0.14
H 0.568 -1.345 -0.934 -0.02 0.08 0.07
H 0.739 -0.940 0.786 -0.07 0.07 -0.13
H -1.422 0.199 -1.077 0.02 -0.03 0.13
H -2.964 -1.260 0.294 0.15 -0.02 -0.01
H -1.594 -1.830 1.259 -0.04 0.05 -0.14
H -1.728 -2.291 -0.447 -0.02 0.09 0.09
H -1.681 0.619 0.704 -0.10 0.00 0.07
H -0.116 1.149 1.586 -0.13 0.07 -0.05
H 0.194 2.314 -0.166 -0.19 0.05 0.04
```
Forces are in eV/Å.

Summary:
LUMO: 0.8 eV
DFT total energy: -348.0206 Eh
2S+1: 1
ΔE to the lowest compared entry with this formula, charge and spin: 483.8 kJ/mol
HOMO-LUMO gap: 8.47 eV

Formally, the Mulliken partial charges of the atoms, in units of the elementary charge, are as follows:
1. C -0.78
2. O -0.27
3. C -0.78
4. C 0.19
5. C -1.42
6. C -0.65
7. O -0.37
8. H 0.29
9. H 0.25
10. H 0.33
11. H 0.44
12. H 0.34
13. H 0.34
14. H 0.41
15. H 0.34
16. H 0.39
17. H 0.39
18. H 0.18
19. H 0.38

6.
Entry from OMol25: a cluster of 2 separate species, C5H12O2 in total at a distorted geometry (wB97M-V/def2-TZVPD).

The geometry in XYZ format:
```
19
Properties=species:S:1:pos:R:3:forces:R:3
C 0.615 1.339 2.059 0.14 0.55 -0.29
C -0.524 1.524 1.374 0.37 -1.04 0.42
C -1.304 0.305 0.876 1.19 0.45 -1.26
C -0.490 -0.636 -0.041 -0.37 0.24 0.20
C -0.470 -0.055 -1.442 1.29 -0.67 -0.35
O -1.749 0.179 -2.005 0.32 -0.08 0.00
H 0.915 1.935 2.912 0.40 0.86 -0.67
H 1.348 0.600 1.747 -0.60 -0.89 0.72
H -0.953 2.507 1.232 -0.57 -0.01 0.92
H -1.615 -0.276 1.735 -0.38 0.24 0.20
H -2.143 0.679 0.291 -0.30 -0.39 0.24
H -0.867 -1.653 0.039 -0.48 -0.07 -0.46
H 0.539 -0.772 0.293 0.21 0.38 0.17
H 0.165 0.831 -1.423 -0.59 0.72 0.16
H 0.140 -0.672 -2.116 -0.33 -0.42 0.02
H -1.840 -0.483 -2.695 -0.32 0.14 0.00
O 2.921 -1.948 -1.259 -0.05 0.01 0.25
H 3.019 -2.187 -0.328 0.02 0.00 -0.20
H 2.293 -1.218 -1.248 0.03 0.00 -0.05
```
Forces are in eV/Å.

Summary:
LUMO: 0.7 eV
DFT total energy: -348.1094 Eh
2S+1: 1
ΔE to the lowest compared entry with this formula, charge and spin: 250.5 kJ/mol
HOMO-LUMO gap: 9.66 eV
Structure (SMILES): C=CCCCO.O

Formally, the Mulliken partial charges of the atoms, in units of the elementary charge, are as follows:
1. C -0.66
2. C -0.29
3. C -0.52
4. C -0.25
5. C -0.63
6. O -0.50
7. H 0.27
8. H 0.19
9. H 0.36
10. H 0.32
11. H 0.29
12. H 0.32
13. H 0.07
14. H 0.29
15. H 0.38
16. H 0.33
17. O -0.65
18. H 0.32
19. H 0.35